# 1
{"formula": "C20H41Br2FO6", "method": "wB97M-V/def2-TZVPD", "smiles": "C[C@@H](Br)[C@@H](Br)[C@]1(CCF)COC(=O)O1.CCOCC.CCOCC.CCOCC", "lumo_ev": 0.44, "homo_ev": -9.60, "gap_ev": 10.04, "elements": ["C", "C", "Br", "C", "Br", "C", "C", "C", "F", "C", "O", "C", "O", "O", "H", "H", "H", "H", "H", "H", "H", "H", "H", "H", "H", "C", "C", "O", "C", "C", "H", "H", "H", "H", "H", "H", "H", "H", "H", "H", "C", "C", "O", "C", "C", "H", "H", "H", "H", "H", "H", "H", "H", "H", "H", "C", "C", "O", "C", "C", "H", "H", "H", "H", "H", "H", "H", "H", "H", "H"], "positions_angstrom": [[2.46806, -1.34848, 6.37130], [3.52367, -1.58891, 5.20727], [3.31846, -3.46989, 4.66840], [3.18251, -0.57628, 4.07291], [3.57117, 1.22498, 4.74545], [3.79494, -0.87878, 2.67245], [5.22770, -1.46058, 2.56271], [6.36319, -0.54031, 3.06779], [6.43004, -0.43676, 4.45448], [3.55608, 0.41589, 1.83210], [3.53050, -0.14309, 0.50558], [2.82743, -1.33542, 0.59639], [2.23117, -1.84780, -0.23066], [2.97989, -1.76833, 1.89574], [1.92636, -2.28725, 6.58347], [2.94379, -1.01307, 7.30902], [1.72319, -0.58767, 6.06684], [4.50880, -1.36863, 5.65545], [2.08134, -0.62453, 3.93907], [5.33473, -2.46431, 3.01360], [5.41958, -1.60635, 1.47666], [7.32548, -0.98097, 2.72983], [6.28710, 0.43921, 2.55928], [4.35782, 1.15295, 1.99089], [2.53441, 0.83378, 1.94558], [-2.87577, -1.46971, -0.93652], [-2.76360, -0.15657, -1.69236], [-1.73795, 0.69264, -1.20565], [-0.41544, 0.17898, -1.26959], [0.04872, -0.13017, -2.68014], [-2.97545, -1.28823, 0.13620], [-3.74452, -2.03277, -1.28084], [-1.99320, -2.09590, -1.08196], [-3.69684, 0.39850, -1.57849], [-2.63623, -0.33252, -2.76625], [-0.31552, -0.69871, -0.62244], [0.23082, 0.95018, -0.84570], [-0.52263, -0.95026, -3.11986], [1.10057, -0.41805, -2.68051], [-0.07945, 0.74148, -3.32567], [-2.21445, 1.72988, -5.47617], [-2.48355, 0.32137, -5.97726], [-3.86157, 0.01698, -6.10734], [-4.59708, 0.81724, -7.01652], [-4.09982, 0.72774, -8.44906], [-2.75878, 1.91796, -4.54831], [-1.14814, 1.87062, -5.29337], [-2.53113, 2.48379, -6.19991], [-2.08169, -0.39333, -5.25587], [-1.96107, 0.13562, -6.92213], [-4.62237, 1.85770, -6.67415], [-5.62486, 0.45352, -6.97482], [-3.09892, 1.15016, -8.55526], [-4.76587, 1.27532, -9.11748], [-4.05186, -0.31321, -8.77436], [-2.54795, -0.53124, 3.36930], [-1.69978, 0.58800, 3.94922], [-0.53574, 0.86744, 3.19175], [-0.74517, 1.29249, 1.85174], [-1.53284, 2.58400, 1.73578], [-1.94416, -1.42697, 3.20918], [-3.36845, -0.77559, 4.04583], [-2.98110, -0.25151, 2.40646], [-1.35294, 0.29124, 4.94131], [-2.29304, 1.49837, 4.08692], [-1.21402, 0.49471, 1.26774], [0.24868, 1.44515, 1.42484], [-2.56064, 2.46095, 2.08204], [-1.56771, 2.91409, 0.69682], [-1.07491, 3.36925, 2.34127]], "mulliken_charge": [-1.11, 0.14, -0.14, -1.20, -0.03, 1.29, -0.92, -0.45, -0.27, -0.81, -0.44, 0.49, -0.43, -0.40, 0.38, 0.29, 0.28, 0.36, 0.89, 0.28, 0.38, 0.35, 0.28, 0.49, 0.27, -0.96, 0.21, -0.39, -0.15, -1.20, 0.05, 0.47, 0.25, 0.35, -0.15, 0.34, 0.26, 0.31, 0.43, 0.16, -1.11, -0.20, -0.42, -0.32, -1.03, 0.28, 0.35, 0.40, 0.15, 0.33, 0.30, 0.33, 0.26, 0.39, 0.29, -0.99, -0.35, -0.39, 0.77, -1.38, 0.27, 0.44, 0.16, 0.37, 0.30, -0.15, -0.10, 0.33, 0.38, 0.38]}

# 2
{"formula": "C5H4N2O", "method": "wB97M-V/def2-TZVPD", "smiles": "C=C1C=NN=C1C=O", "lumo_ev": -1.66, "homo_ev": -10.51, "gap_ev": 8.85, "elements": ["C", "C", "C", "N", "N", "C", "C", "O", "H", "H", "H", "H"], "positions_angstrom": [[1.68011, 0.03243, 0.07351], [0.38594, -0.33122, -0.09049], [-0.12273, -1.73017, -0.00746], [-1.42066, -1.80213, -0.05006], [-1.90755, -0.43877, -0.01574], [-0.88335, 0.34012, -0.12657], [-0.88193, 1.77847, -0.02105], [0.11243, 2.52400, -0.05089], [2.28415, -0.90989, 0.21342], [2.11406, 1.00262, -0.10800], [0.53435, -2.62904, -0.01395], [-1.89483, 2.16359, 0.19729]], "mulliken_charge": [-0.65, 0.93, -0.37, -0.47, -0.40, 0.23, -0.03, -0.52, 0.21, 0.37, 0.36, 0.35]}

# 3
{"formula": "C3H9N3O2S2", "method": "wB97M-V/def2-TZVPD", "smiles": "CS/N=C/NN.O=C(O)S", "lumo_ev": 0.37, "homo_ev": -7.80, "gap_ev": 8.17, "elements": ["C", "S", "N", "C", "N", "N", "H", "H", "H", "H", "H", "H", "H", "O", "C", "O", "S", "H", "H"], "positions_angstrom": [[-4.38462, -1.64067, 0.72369], [-3.90617, -0.86102, -0.79829], [-2.59651, 0.04259, -0.30564], [-1.95182, 0.84949, -1.08531], [-1.07088, 1.73838, -0.56424], [-0.65004, 1.26964, 0.77975], [-3.51755, -2.05542, 1.15858], [-5.05653, -1.09229, 1.42836], [-4.96409, -2.66791, 0.43427], [-2.20538, 1.00654, -2.17039], [-0.34665, 2.13950, -1.11032], [-0.61980, 0.18292, 0.75881], [-1.31253, 1.36426, 1.53196], [4.52546, -1.18978, -0.98590], [5.23511, -0.35123, -0.45481], [4.77895, 0.81241, 0.05636], [6.91148, -0.74970, -0.15610], [3.83805, 0.88467, 0.10806], [7.29353, 0.31763, 0.65113]], "mulliken_charge": [-0.79, -0.03, -0.40, 0.01, -0.09, -0.64, 0.29, 0.26, 0.26, 0.29, 0.25, 0.29, 0.29, -0.50, 0.67, -0.46, -0.21, 0.32, 0.17]}

# 4
{"formula": "C31H54Cl2P2Sc", "method": "wB97M-V/def2-TZVPD", "lumo_ev": 2.58, "homo_ev": -2.53, "total_charge": -1, "gap_ev": 5.10, "elements": ["P", "C", "C", "C", "C", "C", "C", "C", "C", "C", "C", "C", "C", "C", "C", "C", "C", "C", "C", "H", "H", "H", "H", "H", "H", "H", "H", "H", "H", "H", "H", "H", "H", "H", "H", "H", "H", "H", "H", "H", "H", "H", "H", "H", "H", "H", "H", "H", "H", "H", "H", "H", "Sc", "Cl", "Cl", "C", "H", "C", "C", "C", "C", "C", "C", "H", "H", "H", "H", "H", "C", "C", "P", "C", "C", "C", "C", "H", "H", "H", "H", "H", "H", "H", "H", "H", "H", "H", "H", "H", "H", "H"], "positions_angstrom": [[-0.33009, 0.57659, -1.12327], [-1.96219, 0.15359, -1.90727], [-2.43029, 1.00539, -3.10047], [-3.87599, 0.63389, -3.47067], [-4.02059, -0.86271, -3.77277], [-3.50939, -1.71261, -2.60297], [-2.06249, -1.34201, -2.25287], [1.06671, 0.00949, -2.20197], [0.97681, 0.42739, -3.67847], [2.28681, 0.08759, -4.40687], [2.63391, -1.40061, -4.26807], [2.69121, -1.81931, -2.79317], [1.38121, -1.48851, -2.06767], [-0.23939, 2.43099, -1.26577], [-1.38579, 3.08089, -0.47027], [-1.37819, 4.60549, -0.63327], [-0.02289, 5.20319, -0.23577], [1.12021, 4.54339, -1.01437], [1.11611, 3.01839, -0.83797], [-2.65149, 0.33679, -1.07007], [-1.77629, 0.84289, -3.96607], [-2.38649, 2.07209, -2.85907], [-4.20229, 1.23029, -4.33157], [-4.53239, 0.89769, -2.62997], [-5.06719, -1.10481, -3.99337], [-3.44029, -1.10681, -4.67467], [-4.14219, -1.54531, -1.72087], [-3.57319, -2.77951, -2.84977], [-1.70409, -1.95111, -1.41687], [-1.41799, -1.56381, -3.11367], [1.91641, 0.53149, -1.74067], [3.09891, 0.69059, -3.97657], [0.76441, 1.49879, -3.77157], [0.14841, -0.10731, -4.16057], [2.20791, 0.36569, -5.46517], [3.58821, -1.61341, -4.76487], [1.86691, -1.99751, -4.78317], [2.90181, -2.89221, -2.70757], [3.51401, -1.28991, -2.29297], [1.46241, -1.74141, -1.00987], [0.56941, -2.09171, -2.48947], [-0.38199, 2.66109, -2.33107], [-2.35299, 2.66319, -0.76767], [-1.27139, 2.82209, 0.59093], [-1.59239, 4.85759, -1.68207], [-2.18269, 5.04539, -0.03117], [0.14071, 5.04369, 0.83823], [-0.02159, 6.28779, -0.39907], [2.08631, 4.94829, -0.68977], [1.01731, 4.78239, -2.08297], [1.92781, 2.58189, -1.42817], [1.31911, 2.75529, 0.20673], [-0.19769, -0.07531, 1.16263], [2.18981, 0.15769, 0.97443], [-2.57599, 0.25749, 1.39623], [-0.54969, -1.86701, 0.89843], [-1.60959, -2.08561, 0.68823], [0.24431, -3.08991, 0.92463], [1.65251, -3.13401, 0.97153], [2.32031, -4.35181, 0.97903], [1.60521, -5.55371, 0.95163], [0.20971, -5.53091, 0.90863], [-0.46129, -4.31251, 0.89023], [2.19981, -2.19691, 0.98963], [3.40631, -4.36831, 1.01023], [-0.35139, -6.46101, 0.88663], [-1.54769, -4.28671, 0.85133], [2.13391, -6.50291, 0.96293], [3.12131, 0.24429, 4.64773], [1.77751, -0.42211, 4.92923], [0.55441, -0.08471, 3.59533], [-0.71219, -1.32011, 4.11153], [-1.11699, -1.26621, 5.58403], [0.40571, 1.74569, 3.69583], [0.16881, 2.29599, 5.10043], [3.52731, -0.10901, 3.67693], [3.84061, -0.02691, 5.44883], [3.03001, 1.34789, 4.62603], [1.95511, -1.51821, 4.96433], [1.40301, -0.09811, 5.91963], [-1.62629, -1.13871, 3.51783], [-0.34059, -2.33811, 3.86973], [-1.51379, -0.26561, 5.84393], [-1.91949, -2.01221, 5.76423], [-0.27569, -1.52751, 6.25423], [1.31141, 2.21239, 3.25633], [-0.46219, 2.03759, 3.06783], [1.02671, 2.09969, 5.77183], [0.04301, 3.39719, 5.04003], [-0.75479, 1.86749, 5.53603]], "mulliken_charge": [1.30, 0.18, -0.43, -0.98, -0.74, -0.92, -0.43, -0.38, -0.72, -0.90, -0.77, -0.79, 0.70, -0.07, -0.14, -0.95, -0.60, -0.91, -0.28, 0.63, 0.15, 0.24, 0.42, 0.36, 0.41, 0.33, 0.38, 0.41, -0.33, 0.21, 0.89, 0.36, 0.24, 0.19, 0.42, 0.43, 0.31, 0.40, 0.39, -1.53, 0.34, 0.64, 0.41, -0.32, 0.34, 0.40, 0.24, 0.40, 0.42, 0.35, 0.14, 0.00, -2.21, -0.46, -0.46, 0.59, 0.09, 0.83, 0.18, -1.05, -0.51, -0.64, -0.59, 0.23, 0.37, 0.37, 0.34, 0.35, -1.18, -0.79, 1.26, -0.25, -1.37, -0.29, -1.37, 0.25, 0.40, 0.25, 0.45, 0.41, 0.19, 0.30, 0.24, 0.45, 0.26, 0.37, 0.23, 0.25, 0.43, 0.24]}

# 5
{"formula": "C13H14N4O2", "method": "wB97M-V/def2-TZVPD", "smiles": "Cc1cccc(C(=O)n2nc3n(c2=O)CCCN3)c1", "lumo_ev": 0.53, "homo_ev": -8.44, "gap_ev": 8.98, "elements": ["C", "C", "C", "C", "C", "C", "C", "O", "N", "N", "C", "N", "C", "O", "C", "C", "C", "N", "C", "H", "H", "H", "H", "H", "H", "H", "H", "H", "H", "H", "H", "H", "H"], "positions_angstrom": [[-2.87341, 1.28517, 4.13899], [-1.43842, 1.14168, 3.58974], [-0.71214, 0.15494, 4.19572], [0.52716, -0.17127, 3.82466], [0.97911, 0.32024, 2.57950], [0.23308, 1.26926, 1.78714], [0.73306, 1.75758, 0.48632], [1.31125, 2.80738, 0.68878], [0.90480, 0.89585, -0.58938], [1.78604, 1.02566, -1.67392], [1.28695, 0.09723, -2.44029], [0.23072, -0.63541, -2.02432], [-0.08511, -0.05748, -0.84037], [-1.01316, -0.55295, -0.23875], [-0.42007, -1.69776, -2.81456], [0.16293, -1.71420, -4.19754], [1.74776, -1.44246, -4.23866], [1.90833, -0.18066, -3.60962], [-0.93866, 1.86220, 2.39545], [-3.66812, 1.31606, 3.35398], [-2.89713, 2.19151, 4.77130], [-3.07832, 0.51999, 4.80361], [-1.14490, -0.51016, 4.91975], [1.14437, -1.11503, 4.18526], [1.79755, -0.27465, 2.12922], [-0.33396, -2.62637, -2.23080], [-1.42152, -1.53742, -2.93987], [-0.03561, -2.63557, -4.67969], [-0.27336, -0.91657, -4.84335], [2.19555, -2.13471, -3.51439], [2.19051, -1.61893, -5.19074], [2.71752, 0.38938, -3.82079], [-1.52281, 2.78747, 2.03759]], "mulliken_charge": [-1.41, 1.15, -0.43, -0.56, -0.57, 0.76, 0.20, -0.54, 0.78, -1.21, 0.36, 0.11, 0.34, -0.69, -0.42, -0.82, -0.63, -0.18, -0.71, 0.31, 0.30, 0.41, 0.25, 0.20, 0.28, 0.32, 0.34, 0.48, 0.30, 0.29, 0.42, 0.27, 0.28]}

# 6
{"formula": "C5H12N2O", "method": "wB97M-V/def2-TZVPD", "smiles": "C[C@H](CC=O)NCN", "lumo_ev": 0.92, "homo_ev": -8.79, "gap_ev": 9.71, "elements": ["C", "C", "C", "C", "O", "N", "C", "N", "H", "H", "H", "H", "H", "H", "H", "H", "H", "H", "H", "H"], "positions_angstrom": [[1.82143, 0.54311, 0.73267], [0.60730, -0.19792, 0.18440], [0.96757, -1.23815, -0.83811], [0.23842, -2.46249, -0.69611], [-0.67011, -2.64409, 0.09762], [-0.42191, 0.70775, -0.33650], [-1.47297, 1.06316, 0.70095], [-2.61662, 1.47380, -0.05950], [1.47234, 1.36095, 1.33795], [2.41934, -0.20061, 1.28830], [2.39435, 1.05732, -0.00479], [0.13138, -0.62988, 1.06932], [0.81868, -0.74484, -1.81163], [2.05670, -1.61529, -0.96374], [0.44648, -3.28919, -1.38007], [-0.01416, 1.55081, -0.86289], [-1.73854, 0.25076, 1.37809], [-1.18804, 1.93490, 1.51425], [-2.54942, 2.33547, -0.65029], [-2.70223, 0.74444, -0.69992]], "mulliken_charge": [-1.71, 0.36, -0.82, -0.04, -0.49, -0.35, -0.22, -0.70, 0.41, 0.39, 0.40, 0.40, 0.32, 0.32, 0.38, 0.28, 0.31, 0.23, 0.25, 0.28]}